C19H28BrNiO2 | ωB97M-V/def2-TZVPD

The geometry in XYZ format:
```
51
Properties=species:S:1:pos:R:3:forces:R:3
O -1.872 0.953 -1.269 1.0 1.3 0.1
C -0.427 1.187 -1.105 0.1 -0.7 -0.1
C -0.537 2.704 -1.266 -0.8 -0.4 -0.4
H 0.100 0.646 -1.891 0.1 0.2 0.3
H -0.036 0.872 -0.123 -0.4 0.0 -0.3
C -2.075 2.416 -1.231 0.4 0.0 0.8
H -0.214 3.128 -2.212 0.3 -0.1 -0.1
H -0.166 3.276 -0.410 -0.1 0.0 -0.4
C -2.941 2.884 -2.407 0.0 0.1 0.2
H -2.678 2.374 -3.343 0.1 -0.2 0.4
H -2.807 3.950 -2.625 0.0 0.0 0.4
H -4.009 2.719 -2.211 0.2 -0.1 0.0
C -2.491 2.792 0.201 -0.1 0.1 0.8
H -1.600 2.702 0.880 -0.8 -0.1 -0.6
H -3.244 2.110 0.642 0.1 0.5 -0.5
H -2.803 3.854 0.290 -0.1 -0.5 -0.2
Ni 1.325 -1.424 1.778 -1.0 2.2 2.2
C 1.784 1.099 4.487 0.7 -0.3 -0.7
C 2.629 0.009 4.210 -0.3 0.5 -0.7
C 2.807 -0.074 2.763 -0.8 0.0 0.6
H 3.071 -0.654 4.954 -0.1 0.1 -0.3
C 2.040 1.021 2.191 -0.2 0.2 0.7
C 1.442 1.744 3.259 0.3 -0.9 -0.3
H 0.811 2.633 3.196 0.1 -0.4 -0.2
H 1.437 1.407 5.473 0.1 -0.1 -0.3
H 3.610 -0.595 2.244 0.0 0.1 0.1
H 1.990 1.260 1.124 0.1 0.1 0.4
C -0.748 -1.060 4.166 -0.3 0.3 -0.8
C -1.613 -0.100 3.582 0.2 -1.4 0.6
C -1.915 -0.515 2.264 1.2 -0.6 -0.2
H -2.038 0.788 4.054 0.2 -0.4 0.0
C -1.103 -1.629 1.927 -0.7 0.2 0.7
C -0.379 -2.046 3.138 -0.2 1.4 -0.1
H 0.006 -3.059 3.308 -0.1 0.5 0.0
H -0.451 -1.017 5.227 0.1 -0.2 -0.8
H -2.708 -0.108 1.662 0.2 0.3 -0.4
H -1.096 -2.107 0.948 -0.1 -0.2 0.4
O 1.089 -1.846 -2.231 0.5 -0.7 -2.7
C 0.377 -1.338 -3.387 -0.7 0.7 0.1
C 0.815 -2.051 -4.709 -0.8 0.5 0.4
H 0.523 -0.245 -3.427 0.2 -0.5 -0.2
H -0.716 -1.464 -3.234 0.5 -0.1 0.0
C 1.811 -3.099 -4.245 0.1 0.6 0.0
H 1.205 -1.363 -5.474 0.1 -0.1 0.5
H -0.058 -2.525 -5.167 0.0 0.1 0.1
C 1.748 -3.063 -2.717 0.1 -0.3 1.1
H 2.796 -2.833 -4.616 0.3 0.0 0.2
H 1.564 -4.063 -4.665 0.0 -0.4 0.1
H 2.767 -3.129 -2.309 -0.4 0.3 0.2
H 1.190 -3.910 -2.290 0.1 0.1 -0.3
Br 1.790 -3.207 0.592 0.7 -1.6 -0.8
```
Positions in Å, forces in eV/Å.

Properties
- Relative energy (zero: lowest compared OMol25 entry of this formula, charge and spin): 0.00 kJ/mol
- Multiplicity: 3
- Calculated total energy: -4973.49052 a.u.
- Total charge: -1

In the Löwdin picture, each atom carries the following charge in e: atom 1 (O): -0.10, atom 2 (C): -0.14, atom 3 (C): -0.08, atom 4 (H): 0.07, atom 5 (H): 0.10, atom 6 (C): -0.53, atom 7 (H): 0.10, atom 8 (H): 0.10, atom 9 (C): -0.02, atom 10 (H): 0.08, atom 11 (H): 0.08, atom 12 (H): 0.08, atom 13 (C): -0.03, atom 14 (H): 0.09, atom 15 (H): 0.08, atom 16 (H): 0.09, atom 17 (Ni): 0.26, atom 18 (C): -0.18, atom 19 (C): -0.16, atom 20 (C): -0.28, atom 21 (H): 0.08, atom 22 (C): -0.21, atom 23 (C): -0.16, atom 24 (H): 0.07, atom 25 (H): 0.08, atom 26 (H): 0.07, atom 27 (H): 0.07, atom 28 (C): -0.15, atom 29 (C): -0.16, atom 30 (C): -0.16, atom 31 (H): 0.08, atom 32 (C): -0.24, atom 33 (C): -0.25, atom 34 (H): 0.07, atom 35 (H): 0.08, atom 36 (H): 0.07, atom 37 (H): 0.06, atom 38 (O): -0.20, atom 39 (C): -0.20, atom 40 (C): -0.16, atom 41 (H): 0.09, atom 42 (H): 0.12, atom 43 (C): -0.18, atom 44 (H): 0.10, atom 45 (H): 0.10, atom 46 (C): -0.25, atom 47 (H): 0.10, atom 48 (H): 0.10, atom 49 (H): 0.09, atom 50 (H): 0.09, atom 51 (Br): 0.19